A 2-piece molecular cluster, C8H15O8S overall at a distorted geometry. Source: OMol25; level of theory: ωB97M-V with the def2-TZVPD basis set.

```
! wB97M-V def2-TZVPD RIJCOSX def2/J DEFGRID3
* xyz -1 1
O -1.016 -4.366 1.613
O -0.162 3.922 0.086
H -3.626 -2.541 0.876
C 2.762 1.337 -0.470
H 1.038 -0.060 0.856
C -3.114 -3.499 0.984
O -1.306 -2.123 1.657
H 0.877 -1.882 -1.541
O -1.803 2.033 0.879
H 4.885 1.469 0.207
C 1.580 -0.619 0.062
S -1.129 2.900 -0.347
H -3.118 -4.006 0.016
C 0.702 -0.830 -1.227
C 3.970 2.093 0.194
C -1.245 0.502 -1.083
C -1.669 -3.310 1.466
H -2.054 0.477 -1.845
H 1.755 -1.630 0.486
O 2.865 -0.064 -0.214
H -3.667 -4.110 1.700
O -2.229 3.557 -1.085
H 1.006 -0.200 -2.086
H -1.583 0.031 1.049
H 4.123 3.067 -0.316
H 1.854 1.765 0.006
O -0.381 1.640 -1.138
O -0.684 -0.754 -0.884
C -2.038 0.709 0.294
H -3.122 0.609 0.113
H 2.790 1.558 -1.560
H 3.738 2.328 1.253
*
```

=====

One molecule with the formula C8H15PSi at a distorted geometry. Source: OMol25; level of theory: ωB97M-V with the def2-TZVPD basis set.

Output
SMILES	C[Si](C)(C)C1=PCC=CC1

```
! wB97M-V def2-TZVPD RIJCOSX def2/J DEFGRID3
* xyz 0 1
H 0.340 -2.513 3.229
C -0.149 -2.102 2.424
H -1.153 -0.912 3.859
C -1.771 -0.238 2.008
C -1.616 -0.529 0.505
H -2.487 0.477 2.312
Si 0.480 0.763 -1.169
H 2.601 0.983 -2.072
H -0.621 1.044 -3.506
H -2.189 0.212 -0.144
H 1.241 2.249 0.587
H 2.215 -0.744 -2.410
H -1.692 0.409 -2.114
H 2.689 -0.214 -0.772
C -0.753 0.397 -2.530
H -0.790 -0.560 -3.005
H -0.734 -2.943 1.907
H -1.953 -1.533 0.360
C 2.166 0.085 -1.698
C -1.102 -1.041 2.839
C 1.183 2.476 -0.491
H 2.279 2.585 -0.733
C -0.150 -0.363 0.222
P 1.071 -1.435 1.187
H 0.898 3.445 -0.795
*
```

=====

A 2-piece molecular cluster, C8H16 overall. Source: OMol25; level of theory: ωB97M-V with the def2-TZVPD basis set.

Output
SMILES	CC(C)=C(C)C.C=C

```
! wB97M-V def2-TZVPD RIJCOSX def2/J DEFGRID3
* xyz 0 1
H 0.436 -3.022 1.953
C -0.742 -1.364 -2.116
C 0.747 5.053 1.114
C 0.666 -2.039 1.510
H 1.264 4.087 1.123
H -1.037 6.121 0.696
H -1.078 4.274 0.368
C -0.249 -1.809 0.329
C -0.519 5.154 0.705
H -2.401 -1.690 -0.086
H 2.325 -1.711 -0.520
C 0.174 -1.593 -0.936
C 1.624 -1.549 -1.356
H 0.475 -1.259 2.266
H 1.305 5.934 1.452
H -0.514 -0.380 -2.558
H -1.874 -1.076 1.513
H -1.911 -2.839 1.198
H 1.835 -0.563 -1.806
H 1.736 -2.014 1.242
C -1.700 -1.854 0.750
H -1.812 -1.390 -1.849
H -0.549 -2.143 -2.873
H 1.799 -2.327 -2.118
*
```

=====

C8H16AlFKO6 as an isolated structure at a distorted geometry. Source: OMol25; level of theory: ωB97M-V with the def2-TZVPD basis set.

```
! wB97M-V def2-TZVPD RIJCOSX def2/J DEFGRID3
* xyz 3 1
C -5.317 -3.227 -1.447
O 4.957 1.368 2.503
O 3.642 3.207 1.954
H -1.232 -1.209 1.064
O -1.275 -2.085 -0.850
H 5.073 2.944 3.985
H -6.309 -3.283 -1.895
H 1.606 2.349 1.093
H 6.174 1.556 4.260
C -4.483 -2.495 -2.355
O 3.075 1.035 1.353
H 2.450 0.594 -1.406
C 5.661 2.158 3.510
O -3.105 -2.674 -2.014
Al -3.927 1.775 -0.127
C 1.959 1.437 0.612
H -5.546 -2.719 -0.510
H 3.512 2.020 -1.040
H 0.088 -2.280 0.537
H 6.517 2.657 3.056
O -3.282 -1.162 -0.196
C -2.612 -1.907 -0.958
H -4.961 -4.221 -1.175
H -4.731 -2.863 -3.351
H 1.842 2.208 -1.449
C 2.533 1.561 -0.909
H 1.077 0.808 0.729
F -1.112 1.677 -0.806
C -0.608 -1.502 0.220
H -0.170 -0.614 -0.236
H -4.818 -1.458 -2.371
K -0.598 2.350 -3.653
C 3.922 1.994 1.872
*
```

=====

C8H16BNO as an isolated structure at a distorted geometry. Source: OMol25; level of theory: ωB97M-V with the def2-TZVPD basis set.

```
! wB97M-V def2-TZVPD RIJCOSX def2/J DEFGRID3
* xyz 0 1
H 4.155 -1.415 -0.194
C 4.142 -0.404 -0.186
H 2.926 1.692 1.154
H -0.869 -0.165 -2.117
O 2.214 1.272 0.674
C -0.804 0.752 1.111
H 4.444 -0.120 -1.099
C -1.166 -1.568 0.236
H -0.880 -2.126 1.015
C -2.512 -0.934 0.539
N 1.470 -0.746 -0.213
C -2.172 1.061 -0.828
H -2.992 0.637 -1.494
B 2.551 0.074 0.061
C -2.215 0.652 0.677
H -0.459 0.448 2.070
H -0.435 1.686 0.941
H -2.104 2.159 -1.134
H 1.481 -1.197 -1.078
C -0.708 0.507 -1.160
H -2.950 -1.408 1.515
H -2.900 1.282 1.135
H -1.176 -2.121 -0.736
H -0.150 1.387 -1.423
H 4.671 0.121 0.625
C -0.367 -0.322 0.082
H -3.195 -1.205 -0.175
*
```

=====

C8H16BaBr8F2NO4S2 as an isolated structure at a distorted geometry. Source: OMol25; level of theory: ωB97M-V with the def2-TZVPD basis set.

```
! wB97M-V def2-TZVPD RIJCOSX def2/J DEFGRID3
* xyz 1 1
H -1.455 -2.485 -3.304
O -4.496 -0.225 1.554
C -1.633 3.916 -2.725
C 4.001 -2.631 -0.361
H -2.429 2.407 -1.536
O -2.603 -0.588 3.081
H 0.532 -0.960 3.862
N -2.249 -0.857 0.627
C 1.205 -0.596 4.628
Br -2.400 0.489 -3.476
S -3.091 -0.355 1.806
H 3.612 -0.593 -0.907
S -0.769 -1.338 0.615
C -1.168 -2.049 -4.283
Br 1.255 -1.849 6.183
H -0.061 -0.259 -3.806
H -3.764 3.444 -2.042
Br 0.093 3.837 -1.964
Br -2.633 4.442 -0.084
H 5.309 -0.957 -0.668
O -0.370 -1.775 -0.648
Ba -0.378 2.171 1.107
C -0.925 -0.555 -4.347
H -0.143 0.605 5.677
H -1.625 3.458 -3.753
C 0.845 0.648 5.337
H 1.556 0.991 6.081
F -2.758 1.283 1.631
Br 5.191 -3.743 0.584
F -0.644 -2.549 1.533
O 0.028 -0.255 1.225
Br 4.208 -0.458 1.605
C 4.308 -1.171 -0.242
H 2.245 -0.627 4.191
H -1.949 -2.376 -4.912
C -2.720 3.416 -1.690
H -1.747 4.949 -2.932
Br 0.394 -2.986 -4.867
H -0.889 -0.192 -5.384
Br 1.040 2.150 4.059
H 2.994 -2.861 -0.015
H 4.085 -2.918 -1.442
*
```

=====

C8H16BrMgNO5Si as an isolated structure at a distorted geometry. Source: OMol25; level of theory: ωB97M-V with the def2-TZVPD basis set.

```
! wB97M-V def2-TZVPD RIJCOSX def2/J DEFGRID3
* xyz 2 1
H -0.956 -4.270 0.771
O 1.185 2.233 3.708
H -2.253 -3.274 1.669
Br 3.388 0.468 3.394
H 1.222 -2.668 0.908
H 1.252 -2.459 -0.964
C -1.565 0.756 0.191
O -1.712 -0.541 0.835
Mg 0.421 -3.327 -3.120
H -0.695 -1.156 -2.500
H 1.817 3.357 1.196
Si -1.016 -1.814 -0.088
H -1.330 0.720 -0.929
C 0.886 -1.980 0.051
H -2.597 -3.772 -0.075
C 1.909 2.208 1.322
H -1.314 -2.899 -2.318
O 0.538 3.368 -1.214
H 2.936 1.945 0.856
C 1.018 2.057 -0.863
H -0.627 1.323 2.128
O 1.606 1.399 -1.767
C 1.983 1.758 2.857
C -1.748 -3.456 0.649
H 1.051 3.740 -3.032
H 1.457 -0.995 0.162
O 0.273 3.363 -2.545
H -0.894 2.737 0.986
C -0.508 1.661 1.029
C -1.475 -1.820 -1.950
N 0.880 1.480 0.508
H -2.537 -1.424 -2.136
H -2.595 1.280 0.281
*
```

=====

A 6-piece molecular cluster, C8H16Cl10O overall at a distorted geometry. Source: OMol25; level of theory: ωB97M-V with the def2-TZVPD basis set.

Output
SMILES	CC(C)=O.ClCCl.ClCCl.ClCCl.ClCCl.ClCCl

```
! wB97M-V def2-TZVPD RIJCOSX def2/J DEFGRID3
* xyz 0 1
C 11.270 5.272 14.189
H 10.635 11.385 12.210
H 16.095 7.233 14.761
H 12.796 8.850 10.370
H 11.065 4.267 14.592
C 12.529 11.007 5.686
Cl 14.292 13.756 8.768
Cl 5.677 10.368 11.654
H 12.215 9.267 12.057
H 12.419 10.897 6.772
H 9.417 10.377 11.508
H 5.236 11.444 9.596
H 5.020 9.703 9.494
H 12.307 14.459 9.694
C 16.124 8.263 14.567
H 11.154 8.367 10.966
Cl 9.935 6.381 14.364
Cl 7.271 10.014 9.239
C 5.672 10.425 9.876
H 12.205 12.728 9.291
Cl 14.661 9.033 15.204
H 11.602 5.370 13.138
C 10.196 11.060 11.287
C 12.819 13.499 9.718
H 11.585 11.111 5.190
H 9.792 11.943 10.750
Cl 13.451 9.676 4.941
Cl 13.212 13.105 11.383
C 11.258 10.410 10.475
Cl 12.831 5.850 15.023
C 11.925 9.107 10.980
Cl 13.315 12.534 5.444
O 11.594 10.790 9.371
Cl 16.499 8.560 12.899
H 16.892 8.779 15.157
*
```

=====

C8H16ClLi2O6 as an isolated structure at a distorted geometry. Source: OMol25; level of theory: ωB97M-V with the def2-TZVPD basis set.

```
! wB97M-V def2-TZVPD RIJCOSX def2/J DEFGRID3
* xyz 1 1
H 2.067 2.213 0.693
Cl 2.113 -1.134 1.454
H -1.601 -4.437 -2.106
H -0.094 4.276 1.192
C 1.028 2.528 0.828
H 0.728 5.425 -0.677
Li 1.182 -2.131 4.692
H -2.767 -4.184 0.332
H -1.923 -2.049 1.011
O 1.028 -0.492 0.745
H 1.694 4.464 1.538
C -1.377 -3.871 -1.206
O 2.556 -2.246 0.708
C -2.390 -2.046 0.020
H 2.176 4.364 -0.810
H -0.773 -2.300 -2.708
H -3.315 -1.473 0.043
C -0.749 -2.509 -1.642
C 0.930 4.027 0.900
H 1.164 2.864 -2.079
H 0.284 -2.432 -1.295
O -1.529 -1.483 -0.977
O 3.165 -0.203 1.681
Li -0.431 0.259 -0.536
O 1.618 -1.571 2.740
H -0.685 -4.396 -0.555
C 0.487 3.270 -1.325
H 0.619 2.002 1.685
H -3.530 -3.486 -1.091
H -0.416 3.592 -1.852
O 0.267 2.198 -0.370
C 1.110 4.415 -0.565
C -2.635 -3.453 -0.469
*
```

=====

C8H16CsO4S2 as an isolated structure at a distorted geometry. Source: OMol25; level of theory: ωB97M-V with the def2-TZVPD basis set.

```
! wB97M-V def2-TZVPD RIJCOSX def2/J DEFGRID3
* xyz 1 1
H -1.560 -2.993 -23.101
O -2.238 -0.952 -21.581
O -2.650 -2.685 -19.844
S -1.807 -2.144 -20.897
Cs -4.825 -1.790 -18.411
C 0.764 -2.447 -21.432
C -1.135 2.173 -20.011
H -1.417 2.885 -22.022
H 0.195 -4.496 -21.047
H -1.136 1.147 -20.396
H -3.635 2.087 -21.773
H -1.822 1.421 -18.012
C -1.813 3.088 -21.030
H -1.647 4.138 -20.797
C -0.104 -1.875 -20.323
H 1.812 -2.586 -21.184
H 0.005 -0.834 -20.040
H 0.756 -1.841 -22.346
O -3.987 0.680 -19.507
C -1.956 2.221 -18.741
H -1.922 3.149 -18.165
H -2.070 -4.278 -22.080
H -3.963 3.672 -21.084
H 0.082 -2.513 -19.455
C -1.380 -3.436 -22.121
C 0.088 -3.767 -21.852
H 0.513 -4.164 -22.771
C -3.330 2.792 -21.004
S -3.654 2.104 -19.341
O -4.558 2.965 -18.609
H -0.069 2.355 -19.874
*
```

=====

One molecule with the formula C8H16INO4 at a distorted geometry. Source: OMol25; level of theory: ωB97M-V with the def2-TZVPD basis set.

Output
SMILES	CC(C)(C)O[C@](O)(I)NCCC(=O)O

```
! wB97M-V def2-TZVPD RIJCOSX def2/J DEFGRID3
* xyz 0 1
C -2.368 -0.815 -0.401
H 3.153 2.472 -0.075
H 0.131 -3.684 -1.145
O -1.906 -3.082 1.008
H -1.963 -2.399 -1.848
H 2.064 -0.248 2.015
O -0.331 -3.911 -0.328
H 1.026 1.175 2.570
H -2.078 0.360 1.249
H -3.123 -1.291 0.241
H -0.480 -1.421 -1.263
H -0.179 1.654 -1.869
C -1.274 -3.061 -0.002
C -1.071 1.234 -0.330
I -2.718 3.027 -0.377
H 0.257 -0.319 1.545
H 3.003 1.856 1.729
H 2.711 -0.222 -0.356
H 1.192 -0.571 -0.905
C 1.185 0.371 1.732
H 2.033 3.201 1.101
C 1.302 1.235 0.426
C -1.403 -1.884 -1.011
C 2.485 2.303 0.792
N -1.584 0.129 0.354
H 1.930 0.856 -1.648
O 0.024 1.867 0.230
H -2.912 -0.191 -1.139
C 1.793 0.324 -0.683
O -0.899 1.035 -1.613
*
```

=====

A 2-piece molecular cluster, C8H16N2 overall at a distorted geometry. Source: OMol25; level of theory: ωB97M-V with the def2-TZVPD basis set.

Output
SMILES	Cc1c[nH]cn1.CC(C)C

```
! wB97M-V def2-TZVPD RIJCOSX def2/J DEFGRID3
* xyz 0 1
C 2.418 0.415 2.198
H 1.975 2.257 1.282
C -0.759 -1.256 2.304
H -0.040 0.112 -0.345
N 1.616 1.450 1.765
C -0.453 0.049 -1.366
H 1.399 0.318 -2.639
H -1.771 -1.511 -2.379
C 0.358 -0.264 2.333
H 1.334 -1.162 -1.826
H -0.764 1.721 -2.777
C 0.668 -0.427 -2.326
H -0.320 2.184 -1.149
H -0.460 1.550 1.295
H -1.087 -1.931 -0.900
N 1.656 -0.569 2.636
H -1.982 1.632 -1.701
H 0.243 -0.951 -3.176
H -1.491 -0.958 3.045
C 0.348 0.952 1.697
C -0.908 1.460 -1.711
C -1.508 -1.055 -1.425
H -2.458 -0.748 -0.981
H -0.376 -2.275 2.472
H -1.115 -1.412 1.287
H 3.474 0.419 2.387
*
```

=====

| no. | LUMO energy (eV) |
| --- | --- |
| 1 | 2.781 |
| 2 | -0.163 |
| 3 | 0.830 |
| 4 | -17.001 |
| 5 | 0.666 |
| 6 | -3.654 |
| 7 | -12.620 |
| 8 | 0.448 |
| 9 | -4.171 |
| 10 | -2.728 |
| 11 | 0.157 |
| 12 | 0.758 |